No. 1
{"formula": "C6H38N2O11", "method": "ωB97M-V/def2-TZVPD", "elements": ["C", "C", "N", "C", "C", "C", "C", "N", "H", "H", "H", "H", "H", "H", "H", "H", "H", "H", "H", "H", "H", "H", "H", "H", "O", "H", "H", "O", "H", "H", "O", "H", "H", "O", "H", "H", "O", "H", "H", "O", "H", "H", "O", "H", "H", "O", "H", "H", "O", "H", "H", "O", "H", "H", "O", "H", "H"], "coordinates": [[-0.0832, 0.5425, -2.8533], [0.3810, 0.0230, -1.4454], [-0.5217, 0.4124, -0.2660], [-0.7560, 1.9012, -0.4200], [0.1462, 0.2950, 1.0897], [1.6716, 0.5213, 1.2330], [1.9365, 1.0503, 2.6572], [2.4382, -0.7168, 0.9606], [-1.0931, 0.1903, -3.0847], [0.7234, 0.2180, -3.5185], [-0.0418, 1.6264, -2.8521], [0.3877, -1.0531, -1.5815], [1.4031, 0.3779, -1.2005], [-1.5499, 2.1028, 0.3217], [0.1003, 2.4472, 0.0018], [-0.9546, 2.3003, -1.4145], [-0.4315, 0.8773, 1.8078], [-0.1153, -0.7375, 1.3394], [1.8532, 1.3497, 0.5414], [2.5790, 0.3513, 3.2357], [2.5055, 1.9710, 2.5500], [0.9869, 1.1601, 3.1534], [1.8719, -1.5545, 0.8173], [2.9619, -0.7969, 1.8238], [3.8419, -0.2218, -1.4408], [3.6947, -0.2880, -0.4677], [4.7884, -0.1899, -1.6575], [3.0824, -2.6840, -2.2028], [3.2669, -1.8058, -1.7625], [2.4264, -2.4296, -2.8605], [-0.0623, 3.1015, 2.4788], [-0.3346, 4.0206, 2.5339], [-0.8953, 2.6280, 2.6949], [-1.0355, -3.9940, -1.5531], [-1.0679, -4.9345, -1.3312], [-0.4305, -3.9717, -2.3047], [-2.0033, -2.7249, 2.3006], [-1.3500, -2.5559, 1.6192], [-2.7594, -3.0738, 1.8187], [3.1514, 2.2139, -2.5200], [2.2310, 2.3040, -2.2208], [3.4176, 1.2843, -2.5508], [-2.9474, 1.9838, 2.3571], [-3.1308, 1.3566, 1.6446], [-3.1148, 1.3862, 3.1130], [-3.5321, -0.5281, 3.1974], [-4.3205, -0.5932, 2.6483], [-2.7780, -0.8909, 2.7087], [-3.3638, -0.3000, 0.1114], [-2.4390, -0.1484, -0.1696], [-3.9292, 0.1009, -0.5722], [0.9833, -2.9724, -0.2533], [0.1054, -2.8229, -0.6472], [1.6945, -3.0003, -0.9256], [-3.5746, 1.6081, -2.3587], [-3.0245, 2.3913, -2.2310], [-2.9895, 0.8919, -2.0929]], "forces_ev_per_angstrom": [[0.9780, 0.0910, 1.7817], [-0.6171, 0.4433, 0.3754], [0.9986, 1.8602, -1.7600], [-0.0583, -0.3658, 1.8627], [-0.8980, -1.8770, -0.8097], [-1.7802, -0.1141, 0.1222], [1.0342, -0.7354, -0.4256], [0.6808, 1.1500, 0.2356], [0.3673, -0.0396, -0.3138], [-0.5943, -0.1947, -0.3440], [-0.1835, 0.0752, -0.4138], [0.1938, -0.1277, 0.5722], [-0.4365, -0.3123, -0.5317], [0.0626, 0.3813, -0.7706], [0.0141, 0.0557, -0.3815], [-0.2964, -0.4436, 0.2712], [0.1033, 0.2058, -0.4752], [0.5357, -0.1874, 0.4396], [0.7196, -0.2743, -0.1937], [-0.4534, 0.2989, -0.2590], [-0.3640, 0.2419, 0.5243], [0.2227, 0.4124, 0.5169], [-0.0798, 0.2666, -0.0431], [0.2276, -0.7997, -0.3226], [0.5546, -0.1384, -0.2405], [-0.1386, -0.0157, 0.0270], [-0.3627, -0.0803, 0.4761], [-0.4044, 0.6212, 0.4935], [0.2075, -0.6804, -0.5450], [0.1115, -0.1168, -0.2571], [-0.7347, -0.0711, 0.3111], [0.0531, 0.2001, -0.0215], [0.2870, 0.3287, -0.2904], [-0.4390, -0.3731, -0.5928], [-0.0235, 0.2204, 0.1737], [-0.1141, -0.0020, 0.0052], [0.0289, 0.0809, 0.0080], [0.2705, -0.1115, -0.1863], [-0.0923, -0.0092, -0.0070], [-0.1961, 0.7450, -0.3050], [0.6539, -0.5148, -0.1788], [-0.6541, 0.1602, 0.4913], [0.2155, -0.1790, 0.3935], [-0.0360, 0.0832, -0.3099], [-0.0135, 0.2529, -0.1827], [-0.1070, 0.2839, 0.6024], [0.3464, -0.1374, -0.2173], [-0.4594, -0.3948, -0.0565], [-0.3432, 0.2073, -0.2487], [0.2522, -0.0101, 0.0722], [0.2274, -0.1317, 0.4419], [0.1988, 0.2499, 0.6379], [0.7669, -0.4924, -0.0290], [-0.4432, 0.0237, -0.0152], [0.1321, 0.0453, 0.0480], [-0.2235, -0.0116, 0.0022], [0.1020, -0.0429, -0.1579]], "total_energy_ha": -1188.50196, "max_force_ev_per_a": 2.75, "smiles": "CCN(C)C[C@@H](C)N.O.O.O.O.O.O.O.O.O.O.O", "spin_multiplicity": 1}

No. 2
{"formula": "C6H38N2O11", "method": "ωB97M-V/def2-TZVPD", "elements": ["C", "C", "N", "C", "C", "C", "C", "N", "H", "H", "H", "H", "H", "H", "H", "H", "H", "H", "H", "H", "H", "H", "H", "H", "O", "H", "H", "O", "H", "H", "O", "H", "H", "O", "H", "H", "O", "H", "H", "O", "H", "H", "O", "H", "H", "O", "H", "H", "O", "H", "H", "O", "H", "H", "O", "H", "H"], "coordinates": [[-1.8985, -3.3726, -0.9661], [-2.8119, -2.4908, -0.1197], [-2.3141, -1.2164, 0.3161], [-1.8932, -0.4210, -0.8354], [-0.6768, 0.3972, -0.4396], [-0.7445, 1.6612, -1.3537], [-1.7321, 2.6107, -0.7091], [-1.0915, 3.3622, 0.4550], [-1.3775, -2.8725, -1.7699], [-2.4894, -4.2478, -1.2157], [-1.0693, -3.7911, -0.4197], [-3.7841, -2.2505, -0.5797], [-3.1526, -3.1911, 0.6406], [-1.6736, -1.2541, 1.1507], [-1.7185, -0.9731, -1.7399], [-2.5949, 0.4268, -1.0664], [0.2324, -0.1613, -0.4194], [-0.5884, 0.6525, 0.6371], [-1.1945, 1.4609, -2.3594], [0.1986, 2.2074, -1.5750], [-2.0443, 3.4068, -1.4675], [-2.4723, 1.9984, -0.1822], [-1.1649, 4.3708, 0.5210], [-0.0727, 3.3354, 0.6598], [-1.1381, 2.1966, 2.9141], [-1.1211, 2.9842, 3.4504], [-1.5462, 2.4866, 2.0404], [4.1908, 0.5829, 1.6148], [3.5047, 1.2361, 1.7379], [4.8769, 0.8404, 0.9987], [-0.5929, -0.1904, 3.8260], [-1.3782, 0.2135, 3.3978], [-0.4120, 0.6992, 4.2031], [0.8182, -2.6624, -3.8316], [0.1403, -2.4669, -3.1812], [1.6263, -2.4918, -3.3373], [3.7109, 1.8415, -2.3373], [4.3996, 1.2923, -1.9629], [3.1729, 1.2879, -2.8838], [4.4824, -0.6406, -1.0257], [3.9275, -1.4641, -1.1132], [4.4347, -0.5112, -0.0824], [1.7592, 2.5588, 2.1062], [1.0745, 2.1833, 2.6246], [1.8406, 2.3348, 1.1798], [2.0362, -2.2696, -0.6378], [1.6884, -2.0478, 0.2784], [2.6999, -2.9566, -0.5659], [-4.9056, 0.4749, 0.4140], [-4.6463, 0.8180, 1.2715], [-4.6045, -0.4335, 0.4351], [0.9958, -1.7546, 2.4710], [0.2932, -1.1027, 2.7490], [0.7592, -2.4282, 3.1744], [1.8457, -0.2014, -2.6483], [1.4285, -0.0688, -1.7880], [2.7671, 0.0114, -2.6534]], "forces_ev_per_angstrom": [[-0.0632, -0.0574, 0.3085], [-0.7961, -0.7829, -0.0565], [0.3840, -0.3208, 1.0174], [0.1156, 2.0257, 2.1672], [0.5971, 0.9261, -0.5280], [0.3347, 0.3181, -0.3582], [1.5184, 2.3234, 0.6836], [0.8770, 0.3323, 0.8039], [-0.5459, -0.1108, -0.6980], [0.0242, -0.0155, -0.8775], [0.2799, 0.0418, 0.8789], [0.3604, -0.3452, -0.7835], [0.1945, 0.5194, 0.9513], [-0.5406, 0.0272, -1.7935], [0.1244, -0.3247, -0.2896], [-0.3436, -1.6086, 0.0872], [0.8898, -0.7464, -1.0135], [-1.1345, 0.4661, -0.3295], [0.6184, -0.5157, 0.7337], [-0.3515, -0.5243, 0.3427], [-0.3058, -1.3962, 1.1348], [-0.6732, 0.6558, -0.8891], [-1.1002, 0.0270, -0.6979], [-0.7655, -1.1063, -0.8674], [-0.6329, -0.2287, -0.5064], [-0.1538, 0.5281, 0.2059], [0.9361, 0.2205, 0.5286], [0.3313, -1.3139, 0.2477], [0.0233, 0.6297, -0.1266], [-0.1456, 0.9304, 0.1423], [-1.3613, 1.7885, 0.3980], [0.0027, -1.0225, -0.3218], [0.9843, -0.9586, 0.1835], [-0.0062, -0.3901, -0.0615], [-0.0794, 0.0586, -0.0090], [-0.0029, 0.2569, -0.0362], [0.5110, 1.3385, 0.3873], [0.0894, -0.4468, 0.0431], [-0.2898, 0.3906, -0.5804], [-0.4468, -1.5780, -0.6817], [0.5912, 1.4198, -0.1399], [-0.2430, 0.2003, 0.7261], [2.2733, 1.4813, -0.1584], [-1.4175, -1.0357, -0.2256], [-0.8375, -0.5325, 0.0258], [-0.7602, 0.6492, 1.0925], [0.8159, -0.7071, -1.1391], [-0.1828, -0.3776, 0.5195], [-0.3238, 0.3740, -0.0836], [0.0143, 0.0562, 0.1141], [0.3547, -0.2766, -0.0086], [-1.4399, -0.8813, 1.2982], [1.0970, -0.0896, -0.3972], [0.8639, 0.7120, -1.3438], [-1.4963, -0.3715, -1.0156], [0.8470, 0.0724, -0.0926], [0.3862, -0.7046, 1.0883]], "total_energy_ha": -1188.44206, "max_force_ev_per_a": 2.97, "smiles": "CCNCCCCN.O.O.O.O.O.O.O.O.O.O.O", "spin_multiplicity": 1}

No. 3
{"formula": "C6H38NO14", "method": "ωB97M-V/def2-TZVPD", "elements": ["C", "C", "C", "C", "C", "C", "O", "N", "H", "H", "H", "H", "H", "H", "H", "H", "H", "H", "H", "H", "H", "H", "O", "H", "H", "O", "H", "H", "O", "H", "H", "O", "H", "H", "O", "H", "H", "O", "H", "H", "O", "H", "H", "O", "H", "H", "O", "H", "H", "O", "H", "H", "O", "H", "H", "O", "H", "H", "O"], "coordinates": [[0.2225, 2.2076, 2.6428], [1.4348, 1.4148, 3.1343], [1.7379, 0.2386, 2.2499], [1.1421, -0.9488, 2.3879], [1.2286, -2.0023, 1.3839], [0.3324, -2.9885, 1.3264], [0.1973, -3.8211, 0.2576], [0.2394, 2.4056, 1.1615], [0.1328, 3.1676, 3.1468], [-0.6811, 1.6488, 2.8593], [2.2931, 2.0837, 3.2334], [1.2692, 1.1083, 4.1701], [2.4517, 0.4171, 1.4607], [0.4506, -1.1251, 3.2084], [1.9609, -1.8954, 0.6025], [-0.3508, -3.2843, 2.1034], [0.6620, -3.4661, -0.5241], [1.1437, 2.7744, 0.8048], [-0.4556, 3.0966, 0.8760], [0.0582, 1.5205, 0.6755], [-3.3738, -3.6054, -0.3867], [-1.7969, -3.4751, -0.3758], [-2.6345, -2.9890, -0.4150], [4.2107, -1.2221, 1.2835], [5.2876, -1.0889, 0.1578], [4.4336, -0.7735, 0.4618], [1.7312, -1.7361, -1.9615], [0.4299, -1.4422, -1.2537], [0.8539, -2.1376, -1.8237], [-3.0988, 1.4527, 0.9322], [-3.7018, 1.3756, 2.3790], [-2.8764, 1.2842, 1.8924], [-0.1052, -1.5816, -3.1750], [-0.6458, -1.2973, -4.6673], [-0.6795, -1.0177, -3.7397], [-2.3379, -1.6797, 1.1094], [-2.1861, -0.2769, 1.7999], [-1.7025, -1.1058, 1.5736], [-0.2548, 0.6996, -3.3369], [1.0261, 1.4611, -2.8484], [0.0803, 1.5723, -3.0339], [-2.7446, 2.3722, -0.9618], [-3.3168, 0.9320, -1.0991], [-3.4790, 1.7892, -0.6523], [-2.0921, -0.7231, -2.6545], [-2.6719, -1.4252, -1.4019], [-2.4776, -0.5373, -1.7773], [3.3581, 3.2974, -0.3964], [2.6438, 1.9630, -0.8108], [2.5134, 2.8350, -0.3702], [-1.3767, 4.0472, -1.9427], [-0.7971, 2.6411, -2.0637], [-1.2115, 3.2524, -1.4116], [-0.9399, 0.0610, -1.0309], [-0.6579, -0.4531, 0.4236], [-0.2282, -0.0188, -0.3723], [1.5908, 0.2013, -0.7374], [3.1659, -0.1361, -0.6251], [2.4556, 0.2214, -1.2067]], "forces_ev_per_angstrom": [[-0.1123, -0.4012, 0.4280], [0.4222, 0.3545, 0.2712], [-0.1027, -0.0201, 0.6097], [0.0637, -0.1328, -0.2921], [-0.1473, 0.0133, 0.7217], [0.6488, -0.5977, -0.6109], [-0.2748, -0.1601, -0.0006], [0.3144, 0.8747, 0.4702], [0.1146, 0.1155, -0.1868], [-0.1814, -0.0082, -0.0695], [0.1107, -0.0028, -0.3548], [-0.3675, -0.1235, -0.1203], [0.0137, -0.0270, -0.2858], [0.0306, 0.1056, -0.0257], [0.0576, 0.0495, -0.3413], [-0.1567, 0.3811, 0.2399], [0.0954, 0.0556, 0.1348], [0.0149, -0.2677, -0.0233], [-0.2383, -0.2825, -0.2009], [-0.1313, -0.0882, -0.3080], [0.2200, -0.1664, -0.0258], [-0.0346, -0.2883, 0.1016], [-0.1196, 0.3584, 0.0186], [0.1982, -0.0994, 0.0401], [0.1119, -0.1483, 0.1262], [-0.2646, 0.2201, -0.1369], [-0.1183, -0.1910, -0.0669], [0.1411, -0.4029, -0.0789], [0.0638, 0.5734, 0.1424], [-0.2315, 0.1812, 0.1919], [0.0042, 0.0499, -0.0239], [0.1191, 0.0025, -0.1556], [0.0755, -0.1734, -0.4008], [0.1067, -0.0556, 0.4565], [-0.1680, 0.1234, -0.3712], [0.1979, 0.1149, 0.0993], [-0.1858, -0.1375, 0.0595], [-0.3066, 0.1546, -0.0751], [0.3436, 0.3102, -0.0403], [-0.3159, -0.0300, -0.1204], [0.1410, -0.3411, -0.0090], [-0.4285, -0.2332, 0.0705], [-0.1143, 0.4059, -0.0209], [0.5364, -0.1141, -0.0578], [-0.1839, 0.0513, -0.0263], [0.0740, 0.3458, -0.0533], [-0.0630, -0.5225, -0.0802], [-0.0916, -0.0372, -0.0166], [0.0671, 0.3178, 0.1623], [0.1049, -0.1458, -0.0889], [-0.0324, -0.1318, 0.3516], [0.1722, -0.0737, 0.1808], [-0.0797, 0.3336, -0.3038], [-0.4531, 0.0262, 0.0505], [-0.0681, -0.1259, -0.3239], [0.4522, 0.0816, 0.4771], [0.5140, -0.2090, -0.0375], [-0.3999, 0.0515, -0.0598], [-0.1585, 0.0864, -0.0107]], "total_energy_ha": -1359.41062, "max_force_ev_per_a": 1.07, "spin_multiplicity": 1, "total_charge": 1}

What is the formula in the first record?
C6H38N2O11